# 1
23
Properties=species:S:1:pos:R:3:lowdin_charge:R:1 method="wB97M-V/def2-TZVPD" charge=0 homo_lumo_gap_ev=10.049 homo_ev=-9.0 smiles=Cc1ccccc1.CC
C -0.59774 -2.81929 0.87542 -0.18
C -0.70581 -3.00337 2.37310 -0.18
H -1.29933 -2.06709 0.51193 0.06
H 0.41167 -2.58488 0.53456 0.05
H -0.87496 -3.71909 0.32843 0.06
H -0.28600 -2.14083 2.89995 0.06
H -0.12407 -3.84686 2.74596 0.06
H -1.73457 -3.14149 2.69930 0.06
C -1.23390 2.97201 -0.19286 -0.06
C 1.57152 0.42116 -0.12225 -0.10
C 0.57493 1.30161 0.26642 -0.06
C 1.88135 0.28645 -1.47306 -0.10
C -0.23660 1.95391 -0.67005 -0.28
C 1.06645 0.88611 -2.41159 -0.09
C 0.01659 1.71446 -2.01297 -0.06
H 2.20619 -0.08818 0.59004 0.10
H 0.40372 1.44202 1.32904 0.11
H 2.72281 -0.31399 -1.79672 0.10
H 1.26266 0.77116 -3.46599 0.10
H -2.09808 3.10769 -0.84800 0.08
H -0.75152 3.95612 -0.16630 0.08
H -0.59194 2.15064 -2.80856 0.11
H -1.58338 2.76173 0.81420 0.07

---

# 2
56
Properties=species:S:1:pos:R:3:lowdin_charge:R:1 method="wB97M-V/def2-TZVPD" charge=0 homo_lumo_gap_ev=8.290 homo_ev=-7.7
C -3.85937 -4.22259 -1.13496 -0.08
C -3.44969 -3.03884 -2.03831 -0.24
C -2.61518 -3.47250 -3.24543 -0.17
C -1.08671 -3.50206 -3.01778 -0.22
C -0.39652 -2.24376 -3.60845 -0.03
B -0.65495 -3.76514 -1.54111 -0.56
O -0.10804 -4.97587 -1.15722 0.26
B 0.15229 -4.92494 0.18935 -1.03
Br -0.69552 -6.24246 1.31883 0.83
O 0.91127 -3.89389 0.66996 0.23
B 0.28677 -2.71417 0.30960 -0.61
P 0.80184 -0.99883 1.03846 0.80
N -0.47850 -0.34836 1.71897 -0.32
O -0.75921 -2.76583 -0.56913 0.25
H -4.92554 -4.39876 -1.21421 0.07
H -3.59739 -4.06477 -0.09508 0.07
H -3.38564 -5.12967 -1.49884 0.07
H -4.37168 -2.61908 -2.43172 0.10
H -2.98722 -2.24652 -1.46202 0.10
H -2.81419 -2.76637 -4.04847 0.11
H -2.98656 -4.43196 -3.59060 0.11
H -0.70663 -4.34453 -3.59133 0.13
H -0.13268 -2.45402 -4.63573 0.08
H -1.07570 -1.39925 -3.57117 0.08
H 0.49972 -2.00294 -3.04366 0.08
H 1.31817 -0.22491 -0.01084 0.00
H 1.82653 -1.22907 1.98272 0.00
H -0.70742 0.53761 1.28434 -0.07
O 0.46876 3.10153 1.72259 0.09
C -0.48891 3.82388 1.66867 -0.53
O -1.38596 3.78150 2.66984 0.00
C -2.47901 4.69473 2.78684 -0.24
C -3.67612 4.25210 1.97121 -0.06
C -0.74382 4.71250 0.47120 0.01
H -2.16159 5.70955 2.54151 0.11
H -2.73307 4.69219 3.84512 0.12
H -3.44996 4.22377 0.90530 0.07
H -4.51413 4.93224 2.12588 0.08
H -3.98026 3.24864 2.26731 0.09
H -1.21279 4.11577 -0.30988 0.10
H 0.21447 5.07399 0.10758 0.09
H -1.36611 5.57942 0.67870 0.07
O 3.09160 0.55997 -1.16476 0.07
C 3.85747 1.03590 -0.36881 -0.53
O 4.13157 0.33559 0.74543 -0.02
C 5.11696 0.73274 1.70506 -0.23
C 4.55797 1.72107 2.70740 -0.06
C 4.43092 2.41993 -0.54973 0.02
H 6.01135 1.10605 1.20453 0.11
H 5.40124 -0.18782 2.21140 0.12
H 4.24244 2.64764 2.22847 0.07
H 5.30841 1.96149 3.46089 0.08
H 3.68454 1.30007 3.20461 0.09
H 3.69295 3.14362 -0.20541 0.10
H 4.61010 2.57633 -1.61027 0.09
H 5.36877 2.58908 -0.02685 0.07

---

# 3
75
Properties=species:S:1:pos:R:3:lowdin_charge:R:1 method="wB97M-V/def2-TZVPD" charge=0 homo_lumo_gap_ev="5.628 / 5.570" homo_ev="-7.8 / -7.9"
Pd -0.12452 -0.27303 -0.12629 0.70
C 0.60801 -3.46684 1.32264 -0.09
C 2.02980 -2.99123 1.36565 -0.21
C 3.01429 -3.97127 1.43706 -0.06
C 4.34910 -3.64410 1.53803 -0.08
C 4.71121 -2.30827 1.56572 -0.05
C 3.76707 -1.29393 1.49078 -0.20
C 4.28204 0.11695 1.53795 -0.06
C 2.39810 -1.63937 1.38674 -0.20
N 1.39031 -0.62144 1.31314 -0.04
C 1.33664 0.22580 2.37362 -0.49
O 1.96544 0.14388 3.41730 0.06
C 0.35190 1.35956 2.20982 -0.18
C 0.10410 2.35986 3.13274 0.02
C -0.85002 3.31785 2.81332 -0.02
C -1.53008 3.26848 1.60250 0.04
C -1.22741 2.23450 0.73209 -0.15
N -0.30556 1.34623 1.06737 0.01
C -1.83267 2.01501 -0.63566 -0.47
O -2.54941 2.87573 -1.11931 0.07
N -1.49281 0.82677 -1.19890 -0.02
C -1.87217 0.70978 -2.57347 -0.28
C -2.77522 -0.29549 -2.92284 -0.25
C -3.52116 -1.07594 -1.87696 -0.06
C -3.05109 -0.52364 -4.26603 -0.06
C -2.47846 0.26178 -5.25184 -0.09
C -1.65056 1.31088 -4.88842 -0.08
C -1.34070 1.56052 -3.55882 -0.26
C -0.50960 2.76666 -3.24113 -0.04
H 0.40303 -3.98922 0.38893 0.04
H 0.43052 -4.17295 2.13780 0.09
H -0.09806 -2.64218 1.42223 0.03
H 2.70962 -5.01007 1.42524 0.11
H 5.10143 -4.41789 1.61022 0.10
H 5.75471 -2.03493 1.65318 0.11
H 5.35451 0.12427 1.35391 0.08
H 3.80965 0.75145 0.79406 -0.01
H 4.09478 0.56240 2.51413 0.08
H 0.65203 2.35443 4.06450 0.13
H -1.06842 4.10908 3.51681 0.11
H -2.27560 3.99247 1.30938 0.13
H -3.06321 -0.96421 -0.89307 0.03
H -4.54294 -0.69796 -1.79952 0.09
H -3.57492 -2.13393 -2.13323 0.08
H -3.74341 -1.31270 -4.53172 0.11
H -2.69328 0.07348 -6.29478 0.10
H -1.23389 1.95792 -5.64874 0.11
H 0.01604 3.11129 -4.12939 0.08
H -1.15024 3.56982 -2.87745 0.08
H 0.22629 2.56800 -2.45952 0.02
Se 2.02658 0.79858 -1.09940 0.37
Se 2.80582 -0.70330 -2.52780 0.14
Se 0.63764 -1.08990 -3.55567 0.14
Se -0.05088 -2.14137 -1.66517 0.19
C -2.80874 -3.17706 0.70110 -0.05
N -2.64198 -3.08350 2.13576 -0.08
C -3.04610 -4.25281 2.89295 -0.16
C -3.26794 -3.90020 4.34781 -0.15
C -2.03265 -3.16923 4.83456 -0.16
N -1.83492 -1.98376 4.02665 -0.08
C -1.20346 -0.84486 4.65563 -0.02
C -2.05786 -1.97700 2.67546 -0.49
O -1.74229 -1.01010 1.96961 -0.01
H -3.86665 -3.24291 0.43477 0.10
H -2.29589 -4.06268 0.31485 0.10
H -2.38439 -2.29068 0.22993 0.02
H -2.27487 -5.03140 2.80964 0.13
H -3.95689 -4.64925 2.43580 0.12
H -3.44808 -4.80098 4.93432 0.12
H -4.13597 -3.24343 4.44336 0.12
H -1.15502 -3.82826 4.77702 0.13
H -2.13466 -2.85490 5.87500 0.12
H -1.65757 -0.69138 5.63620 0.09
H -1.37265 0.03625 4.04616 0.08
H -0.12697 -0.98203 4.77742 0.09